(1)
Computed, not measured: a 2-piece molecular cluster, H4OSSi overall in a non-equilibrium geometry, with the ωB97M-V functional and the def2-TZVPD basis.

Geometry as ORCA input:
```
! wB97M-V def2-TZVPD RIJCOSX def2/J DEFGRID3
* xyz 0 1
O 0.339 -0.038 0.709
Si 0.458 1.460 0.612
S -1.010 -2.334 -0.876
H 0.127 -2.508 -1.533
H 1.466 2.294 1.190
H -0.841 2.321 0.222
H -0.538 -1.193 -0.325
*
```

Output
Energy relative to the best compared isomer or geometry (same formula, charge and spin) in kcal/mol: 57.69
HOMO in eV: -8.81
Kohn-Sham gap in eV: 7.764
Largest force on an atom in hartree/bohr: 0.0615
SMILES: O=[SiH2].S


(2)
Computed, not measured: a 2-piece molecular cluster, H4OSSi overall in a non-equilibrium geometry, with the ωB97M-V functional and the def2-TZVPD basis.

Geometry as ORCA input:
```
! wB97M-V def2-TZVPD RIJCOSX def2/J DEFGRID3
* xyz 0 3
O -1.230 -0.457 -0.277
Si -0.121 0.677 0.087
S 1.841 -0.142 -0.274
H -1.456 -1.178 -0.788
H -0.066 1.550 -1.026
H -0.216 1.518 1.357
H 1.248 -1.968 0.921
*
```

Output
Energy relative to the best compared isomer or geometry (same formula, charge and spin) in kcal/mol: 7.76
HOMO (alpha / beta) in eV: -8.15 / -9.90
Kohn-Sham gap (alpha / beta) in eV: 8.808 / 7.142
Largest force on an atom in hartree/bohr: 0.0720
⟨S²⟩: 2.0062


(3)
Computed, not measured: an isolated molecule of H4P2S2 in a non-equilibrium geometry, with the ωB97M-V functional and the def2-TZVPD basis.

Geometry as ORCA input:
```
! wB97M-V def2-TZVPD RIJCOSX def2/J DEFGRID3
* xyz 0 1
P 1.074 -0.421 0.675
P -2.010 0.419 0.216
S 2.880 0.287 -0.274
S -0.776 -1.035 -0.379
H 1.421 -1.614 0.396
H -2.168 1.078 -0.951
H 2.674 1.688 -0.145
H -3.096 -0.402 0.463
*
```

Output
Energy relative to the best compared isomer or geometry (same formula, charge and spin) in kcal/mol: 21.15
HOMO in eV: -8.61
Kohn-Sham gap in eV: 8.467
Largest force on an atom in hartree/bohr: 0.0826
SMILES: [PH2]#S#[PH]S


(4)
Computed, not measured: an isolated molecule of H4S2 in a non-equilibrium geometry, with the ωB97M-V functional and the def2-TZVPD basis.

Geometry as ORCA input:
```
! wB97M-V def2-TZVPD RIJCOSX def2/J DEFGRID3
* xyz 0 1
H 0.090 -0.455 1.006
H -0.407 0.892 2.325
H -0.042 0.353 -2.088
H 0.815 -1.253 -1.410
S -0.734 0.606 1.052
S 0.278 -0.144 -0.885
*
```

Output
Energy relative to the best compared isomer or geometry (same formula, charge and spin) in kcal/mol: 52.13
HOMO in eV: -8.91
Kohn-Sham gap in eV: 9.691
Largest force on an atom in hartree/bohr: 0.1060


(5)
Computed, not measured: a 2-piece molecular cluster, H4S2 overall, with the ωB97M-V functional and the def2-TZVPD basis.

Geometry as ORCA input:
```
! wB97M-V def2-TZVPD RIJCOSX def2/J DEFGRID3
* xyz 0 1
H -2.100 0.816 0.871
H -1.497 -0.925 0.241
H 1.318 -0.668 -0.382
H 2.325 0.958 -0.746
S -2.495 -0.077 -0.048
S 2.449 -0.103 0.064
*
```

Output
Energy relative to the best compared isomer or geometry (same formula, charge and spin) in kcal/mol: 0.81
HOMO in eV: -9.86
Kohn-Sham gap in eV: 10.560
Largest force on an atom in hartree/bohr: 0.0020
SMILES: S.S


(6)
Computed, not measured: a 2-piece molecular cluster, H4S2Si2 overall in a non-equilibrium geometry, with the ωB97M-V functional and the def2-TZVPD basis.

Geometry as ORCA input:
```
! wB97M-V def2-TZVPD RIJCOSX def2/J DEFGRID3
* xyz 0 1
Si -2.427 0.802 0.360
Si 2.355 -0.827 0.438
S 1.114 0.687 0.119
S -2.852 -1.110 0.153
H -1.164 1.410 0.777
H -3.468 1.991 0.124
H 3.290 -0.874 1.570
H 2.383 -2.030 -0.206
*
```

Output
Energy relative to the best compared isomer or geometry (same formula, charge and spin) in kcal/mol: 79.90
HOMO in eV: -9.09
Kohn-Sham gap in eV: 8.078
Largest force on an atom in hartree/bohr: 0.0670
SMILES: [SiH2]=S.[SiH2]=S


(7)
Computed, not measured: a 2-piece molecular cluster, H4S3 overall in a non-equilibrium geometry, with the ωB97M-V functional and the def2-TZVPD basis.

Geometry as ORCA input:
```
! wB97M-V def2-TZVPD RIJCOSX def2/J DEFGRID3
* xyz 0 1
S -1.761 -0.645 -0.564
H -2.976 -0.085 -0.430
H -2.255 -1.655 -1.375
S 1.933 -0.595 0.927
S 2.664 1.273 0.290
H 0.774 -0.074 1.429
H 1.620 1.781 -0.275
*
```

Output
Energy relative to the best compared isomer or geometry (same formula, charge and spin) in kcal/mol: 6.46
HOMO in eV: -8.84
Kohn-Sham gap in eV: 9.135
Largest force on an atom in hartree/bohr: 0.0368
SMILES: SS.S


(8)
Computed, not measured: a 2-piece molecular cluster, H4S3 overall in a non-equilibrium geometry, with the ωB97M-V functional and the def2-TZVPD basis.

Geometry as ORCA input:
```
! wB97M-V def2-TZVPD RIJCOSX def2/J DEFGRID3
* xyz 0 1
S -0.901 -1.645 -1.162
H -2.045 -1.338 -0.624
H -0.290 -1.917 -0.026
S 0.697 2.275 0.077
S 1.525 0.878 1.274
H 0.521 1.721 -1.154
H 0.493 0.026 1.615
*
```

Output
Energy relative to the best compared isomer or geometry (same formula, charge and spin) in kcal/mol: 3.96
HOMO in eV: -9.37
Kohn-Sham gap in eV: 9.719
Largest force on an atom in hartree/bohr: 0.0280
SMILES: SS.S


(9)
Computed, not measured: H50NaO25 as an isolated structure in a non-equilibrium geometry, with the ωB97M-V functional and the def2-TZVPD basis.

Geometry as ORCA input:
```
! wB97M-V def2-TZVPD RIJCOSX def2/J DEFGRID3
* xyz 1 1
Na 18.056 8.560 14.086
O 15.726 8.799 13.842
H 15.466 8.875 12.924
H 14.901 8.715 14.320
O 22.990 10.822 14.247
H 22.395 10.108 14.476
H 22.832 11.491 14.913
O 14.302 6.239 14.387
H 13.452 6.519 14.727
H 14.208 6.284 13.436
O 20.622 8.433 14.436
H 21.081 7.831 15.022
H 21.064 8.332 13.593
O 19.175 10.750 14.110
H 18.934 11.658 13.925
H 19.823 10.812 14.812
O 18.629 5.776 13.813
H 19.267 5.696 14.522
H 19.128 5.585 13.019
O 18.468 8.488 16.690
H 19.038 9.185 17.015
H 17.744 8.459 17.315
O 15.269 6.028 17.721
H 15.917 5.546 17.207
H 14.476 6.010 17.184
O 19.305 5.884 17.278
H 18.661 6.534 16.995
H 20.030 5.980 16.660
O 15.299 9.434 11.229
H 15.573 10.179 11.763
H 14.791 9.822 10.517
O 18.155 13.429 13.331
H 17.663 13.583 14.138
H 18.890 14.040 13.378
O 16.630 10.844 17.440
H 16.236 10.070 17.842
H 16.050 11.564 17.687
O 15.698 12.105 13.590
H 15.052 12.741 13.282
H 16.509 12.352 13.146
O 13.675 10.740 15.370
H 13.936 10.889 14.461
H 13.302 9.858 15.371
O 21.301 8.495 11.709
H 22.168 8.730 12.040
H 20.952 9.311 11.351
O 17.337 11.605 11.460
H 17.953 12.265 11.778
H 16.535 12.094 11.277
O 19.114 10.509 18.522
H 18.277 10.407 18.069
H 18.926 11.110 19.243
O 17.816 8.037 11.468
H 17.836 7.102 11.265
H 16.889 8.270 11.436
O 16.341 4.901 15.252
H 16.826 5.250 14.504
H 15.457 5.255 15.152
O 19.545 4.580 11.711
H 19.682 3.656 11.919
H 20.262 4.801 11.116
O 16.856 13.536 16.280
H 15.978 13.910 16.212
H 16.710 12.628 16.548
O 18.575 9.358 9.033
H 18.381 10.075 9.637
H 18.854 8.638 9.599
O 21.817 10.718 16.991
H 22.424 10.160 17.477
H 20.973 10.587 17.422
O 16.367 8.346 18.594
H 16.744 8.302 19.472
H 15.909 7.513 18.487
O 21.070 5.465 15.176
H 21.342 5.405 14.260
H 21.876 5.665 15.653
*
```

Output
HOMO in eV: -12.61
Kohn-Sham gap in eV: 9.860
Largest force on an atom in hartree/bohr: 0.0248


(10)
Computed, not measured: a 27-piece molecular cluster, H54O27 overall in a non-equilibrium geometry, with the ωB97M-V functional and the def2-TZVPD basis.

Geometry as ORCA input:
```
! wB97M-V def2-TZVPD RIJCOSX def2/J DEFGRID3
* xyz 0 1
O 4.732 -1.045 3.639
H 5.063 -0.152 3.820
H 4.629 -1.161 2.717
O 1.994 -1.031 4.283
H 1.612 -1.875 4.391
H 2.950 -1.124 4.180
O -4.383 0.428 1.940
H -4.917 -0.390 1.683
H -3.952 0.674 1.092
O 1.861 -3.370 0.957
H 1.573 -4.222 1.329
H 1.357 -3.241 0.151
O 5.110 3.193 0.139
H 5.919 3.552 -0.231
H 4.394 3.223 -0.511
O 0.321 3.128 0.366
H -0.098 3.664 -0.321
H -0.302 3.167 1.152
O -6.058 -1.668 0.412
H -5.186 -1.740 -0.010
H -6.289 -2.545 0.724
O -0.130 4.839 -2.174
H 0.398 5.586 -2.321
H -0.171 4.314 -3.012
O 3.774 -1.261 0.923
H 3.244 -2.079 1.133
H 3.080 -0.618 1.184
O -2.597 2.020 -2.736
H -3.333 1.962 -3.378
H -1.811 2.509 -3.100
O -1.807 0.221 2.787
H -1.829 1.181 3.016
H -2.775 -0.061 2.559
O -4.739 -0.355 -1.902
H -4.417 0.297 -1.242
H -5.606 -0.669 -1.674
O -0.529 -2.427 2.864
H -0.054 -2.398 2.072
H -0.809 -1.523 2.995
O -2.727 1.405 -0.215
H -2.894 1.762 -1.141
H -1.910 0.831 -0.352
O -1.915 -1.697 -2.903
H -1.539 -1.221 -3.665
H -2.760 -1.251 -2.750
O -3.107 -3.406 0.313
H -2.416 -3.299 1.004
H -2.646 -3.825 -0.402
O -0.348 -0.148 -4.788
H -0.547 -0.280 -5.715
H 0.606 -0.400 -4.637
O 2.133 -0.537 -4.311
H 2.671 -0.472 -3.521
H 2.588 0.041 -4.946
O -0.470 -0.160 0.200
H -1.007 -0.064 1.038
H 0.239 0.451 0.418
O 0.305 -5.259 2.324
H -0.609 -5.402 2.148
H 0.217 -4.583 2.980
O -0.125 2.459 -3.381
H 0.424 2.330 -2.612
H -0.053 1.699 -3.987
O 1.687 1.874 -1.617
H 1.392 2.146 -0.693
H 1.987 0.968 -1.522
O -1.649 2.995 1.922
H -2.260 3.195 2.713
H -2.138 2.498 1.190
O 0.476 -2.355 -1.131
H 0.112 -1.534 -0.662
H 0.001 -2.270 -1.948
O 2.687 -0.824 -1.631
H 2.002 -1.538 -1.641
H 3.284 -1.073 -0.908
O 1.634 0.414 2.055
H 1.639 -0.081 2.924
H 2.223 1.176 2.321
O 4.017 1.825 2.740
H 4.070 2.745 2.989
H 4.503 1.861 1.904
*
```

Output
Energy relative to the best compared isomer or geometry (same formula, charge and spin) in kcal/mol: 6.27
HOMO in eV: -10.78
Kohn-Sham gap in eV: 10.970
Largest force on an atom in hartree/bohr: 0.0544


Look up the largest force on an atom of the ninth one. 0.0248 hartree/bohr


largest force on an atom of number 4 (H4S2)? 0.1060 hartree/bohr


Which value of largest force on an atom does entry 2 give? 0.0720 hartree/bohr


What did the eighth record say?
Computed, not measured: a 2-piece molecular cluster, H4S3 overall in a non-equilibrium geometry, with the ωB97M-V functional and the def2-TZVPD basis.

Geometry as ORCA input:
```
! wB97M-V def2-TZVPD RIJCOSX def2/J DEFGRID3
* xyz 0 1
S -0.901 -1.645 -1.162
H -2.045 -1.338 -0.624
H -0.290 -1.917 -0.026
S 0.697 2.275 0.077
S 1.525 0.878 1.274
H 0.521 1.721 -1.154
H 0.493 0.026 1.615
*
```

Output
Energy relative to the best compared isomer or geometry (same formula, charge and spin) in kcal/mol: 3.96
HOMO in eV: -9.37
Kohn-Sham gap in eV: 9.719
Largest force on an atom in hartree/bohr: 0.0280
SMILES: SS.S